(1)
38
Properties=species:S:1:pos:R:3:forces:R:3 method="wB97M-V/def2-TZVPD" s2=2.01 lumo_energy_ha="-0.0008 / -0.0901" total_energy_ha=-2155.53896 multiplicity=3 gap_ev="8.42 / 6.78"
Au -0.165354 0.059393 1.177905 -0.69 -0.27 -0.27
C -1.984242 4.244792 -0.367078 0.00 0.03 0.03
C -1.452132 2.970848 0.276602 -0.06 -0.15 0.17
O -0.727445 2.163711 -0.649610 0.09 -0.02 0.16
P -2.786912 1.986018 1.046279 -0.10 0.04 0.24
O -3.836740 1.799717 -0.139485 -0.06 -0.14 0.24
O -3.483514 2.926606 2.089401 -0.30 -0.33 -0.32
O -2.329415 0.672873 1.611867 0.10 0.24 -0.34
P -0.392674 3.344198 1.756954 0.02 -0.30 -0.02
O 0.841340 4.172782 1.156908 -0.05 0.06 0.21
O -1.255449 4.187117 2.633464 0.09 0.18 0.11
O 0.087609 2.015986 2.307782 0.26 0.29 -0.35
H -2.697923 4.008299 -1.158236 0.02 0.00 -0.01
H -1.145956 4.791771 -0.798083 0.01 -0.01 -0.02
H -2.476476 4.877257 0.371157 0.01 -0.03 -0.04
H -1.326125 1.844693 -1.335361 -0.08 0.02 -0.06
H -4.414014 1.034280 -0.000042 0.10 0.05 -0.10
H -2.796778 3.462631 2.571262 0.25 0.19 0.07
H 0.790119 5.095732 1.442554 0.02 -0.10 -0.06
O -1.298141 -1.109435 -0.257167 -0.07 0.09 0.13
N -0.740720 -2.088224 -0.867842 0.15 0.22 0.18
N 0.444308 -2.313229 -0.520100 0.22 -0.19 -0.02
O 1.058563 -1.669233 0.445111 -0.07 0.01 -0.14
C 1.186916 -3.359936 -1.191322 0.01 0.03 0.05
C 0.533925 -4.306432 -1.968094 -0.10 0.09 0.04
C 1.287676 -5.282306 -2.596953 0.03 -0.01 0.00
C 2.668726 -5.311721 -2.444764 0.00 -0.02 -0.01
C 3.298472 -4.361476 -1.655778 0.02 -0.02 -0.01
C 2.558530 -3.375847 -1.018975 0.06 0.04 0.06
H -0.541479 -4.274349 -2.069298 0.02 -0.02 -0.02
H 0.792055 -6.029143 -3.203487 0.00 0.02 0.01
H 3.250604 -6.081268 -2.937087 -0.02 0.04 0.02
H 4.373487 -4.384407 -1.529881 -0.04 0.01 0.00
H 3.023844 -2.629158 -0.391325 0.00 -0.03 -0.03
F 2.592912 -0.923470 2.487437 0.01 0.00 -0.09
C 2.136775 0.230260 2.004566 0.31 0.04 0.24
F 2.863290 0.607872 0.953711 -0.01 -0.08 0.00
H 2.062338 1.002795 2.767007 -0.13 0.01 -0.06

---

(2)
63
Properties=species:S:1:pos:R:3:forces:R:3 method="wB97M-V/def2-TZVPD" lumo_energy_ha=-0.0149 de_lowest_ev=0.0000 total_energy_ha=-1936.85786 gap_ev=4.31
C 2.125796 -0.188137 -3.506661 -0.69 0.23 0.28
C 1.399063 0.231613 -2.379220 0.17 -0.33 -0.43
N 1.119368 -0.647770 -1.395598 -0.36 0.12 -0.58
C 1.331296 -1.965149 -1.577470 0.24 0.19 -0.12
C 2.016253 -2.435333 -2.695517 0.02 -0.25 0.54
C 2.443401 -1.532924 -3.647624 0.22 0.32 -0.29
C 0.833978 1.655912 -2.349010 0.89 0.57 0.66
P 0.166239 2.215742 -0.683341 0.50 -0.25 -1.72
In 0.265590 0.137883 0.757486 -2.14 0.14 0.89
P -0.596166 -2.303155 0.445318 0.37 0.44 0.22
C 0.831536 -2.935486 -0.527238 -0.08 -0.31 0.32
C -1.458935 0.909412 1.970787 1.16 -0.75 -1.13
C -1.080095 1.535756 3.141858 -0.72 0.57 1.07
C -2.063115 1.936544 4.070469 0.13 -0.16 -0.44
C -3.413034 1.674121 3.792560 0.38 0.03 0.00
C -3.779677 1.044394 2.599078 0.21 -0.05 -0.31
C -2.793641 0.671122 1.664593 -0.61 0.26 0.91
O -1.792857 1.462378 -4.338836 1.34 -0.21 -1.03
O -2.748828 -1.050742 -2.603206 1.78 -0.60 -0.39
H 2.326287 0.540533 -4.289992 0.13 -0.21 0.16
H 2.259422 -3.497415 -2.745506 -0.21 0.29 -0.19
H 3.005104 -1.869747 -4.517905 -0.13 0.06 0.19
C 1.307000 3.509102 -0.184439 0.18 0.40 0.00
C -1.412752 3.031208 -1.070836 -0.27 0.12 0.14
H 0.487273 -3.882540 -0.971114 0.48 0.24 -0.14
H 1.648536 -3.159280 0.177682 -0.23 0.03 -0.15
H -0.011452 1.758043 -3.033803 0.03 -0.29 -0.15
H 1.622165 2.368549 -2.714701 -0.66 -0.57 0.35
C -0.453881 -3.121012 2.065613 -0.05 -0.35 -0.01
C -2.049361 -2.956990 -0.391976 -0.05 -0.33 0.12
H -0.019859 1.706595 3.365417 -0.38 -0.09 0.01
H -1.765124 2.438367 4.994774 -0.19 -0.16 -0.24
H -4.174921 1.966829 4.514458 0.13 -0.08 -0.18
H -4.831281 0.843178 2.383365 0.29 0.10 0.07
H -3.086560 0.193545 0.729126 -0.04 0.11 0.12
H -3.481594 -0.419158 -2.581491 -1.83 1.41 0.78
H -2.882700 -1.498294 -3.436732 -0.09 -0.34 -0.46
H -1.855176 0.709514 -3.709271 -0.10 0.07 -0.77
H -1.178496 1.250001 -5.111588 -1.37 -0.03 1.84
H -4.757503 0.574461 -2.114437 0.55 -0.20 -0.14
H 1.363771 4.268563 -0.967621 -0.01 0.08 0.14
H 0.949403 3.954561 0.744854 0.10 0.06 -0.01
H 2.301698 3.088646 -0.028143 -0.06 0.02 0.07
H -1.236120 4.085105 -1.323207 0.06 -0.23 0.07
H -1.938082 2.563066 -1.914161 0.19 -0.11 0.24
H -2.075986 2.978203 -0.200641 0.13 -0.01 -0.09
H -1.899878 -4.038432 -0.538681 -0.22 0.25 0.02
H -2.926781 -2.776052 0.245029 0.19 -0.07 -0.23
H -2.208860 -2.430225 -1.346193 0.01 -0.13 0.35
H -0.357465 -4.209827 1.923762 -0.09 0.30 0.21
H 0.414153 -2.721776 2.614301 -0.33 -0.07 -0.30
H -1.365329 -2.894669 2.641784 0.32 -0.12 -0.19
C 3.503258 -1.477454 1.861580 0.48 0.11 -0.14
C 2.781020 -0.326677 2.537244 -0.60 -0.30 0.46
C 3.335581 1.051955 2.223313 0.35 -0.12 -0.01
O 1.404086 -0.428621 2.299431 0.45 0.09 -0.14
H 3.501455 -1.357947 0.772054 -0.07 0.02 -0.03
H 3.036133 -2.438554 2.109078 0.04 0.26 0.04
H 4.546715 -1.507280 2.184831 0.04 -0.11 -0.06
H 2.890189 -0.474195 3.622151 0.09 0.04 0.01
H 3.398293 1.223324 1.143332 -0.08 -0.02 -0.09
H 2.728935 1.843212 2.679319 0.04 -0.23 -0.04
H 4.352511 1.123407 2.621512 -0.03 0.16 -0.08